Entry 1:
Entry from OMol25: an isolated molecule of C16H17Cl2N3O3S (the ωB97M-V functional and the def2-TZVPD basis).

Geometry (Å):
C (-0.6426, 0.5424, -1.4376)
H (-0.4778, -2.7113, -1.3923)
O (-3.7197, 2.8158, -0.2391)
C (2.7095, -0.6257, 1.8902)
C (0.0468, 0.1416, 1.9116)
O (3.6480, -2.2303, -0.5559)
H (3.7453, -0.9240, 1.8587)
H (1.5785, -3.6434, 2.4728)
H (-3.0337, -0.0511, -1.8601)
C (0.7213, 0.8939, -1.3158)
H (3.1606, 1.4676, 1.9919)
C (1.0532, 1.0914, 1.9575)
H (-0.9914, 0.4315, 1.9227)
N (1.6605, -3.5381, 0.4057)
C (2.0932, -3.0570, 1.7055)
Cl (0.6348, 2.7640, 2.0033)
C (-3.8081, 1.4269, -0.4695)
H (1.7327, -4.5384, 0.2971)
C (-3.0146, 1.0272, -1.7167)
C (1.6509, -0.1081, -1.1801)
H (2.7039, 0.1017, -1.0762)
C (1.2262, -1.4310, -1.1766)
H (-1.9472, 2.7324, 0.8112)
C (-2.3813, 3.2171, -0.0760)
C (-1.5312, 2.8654, -1.3078)
N (-1.6357, 1.4490, -1.5697)
S (2.3620, -2.7633, -0.9171)
H (-3.4225, 0.8739, 0.4004)
H (-4.8686, 1.2061, -0.5963)
C (2.3868, 0.7178, 1.9542)
H (-2.4010, 4.2969, 0.0788)
C (-0.1181, -1.6930, -1.3537)
H (-1.9187, 3.4109, -2.1765)
H (-3.4394, 1.5336, -2.5904)
H (3.1780, -3.1654, 1.8297)
H (-0.5020, 3.1651, -1.1294)
Cl (-0.8631, -2.3653, 1.7752)
C (1.7273, -1.6048, 1.8316)
O (2.2844, -3.6984, -2.0000)
C (0.3938, -1.1983, 1.8501)
N (-1.0227, -0.7469, -1.4742)
H (1.0417, 1.9217, -1.3373)

Computed properties:
- Structure (SMILES): O=S(=O)(NCc1ccc(Cl)cc1Cl)c1ccc(N2CCOCC2)nc1
- Relative energy (zero: lowest compared OMol25 entry of this formula, charge and spin): 12.4 kcal per mole
- E_LUMO: 0.51 eV

=====

Entry 2:
Entry from OMol25: a structure of composition C16H17ClFeO7 at a distorted geometry (the ωB97M-V functional and the def2-TZVPD basis).

Geometry (Å):
C (-2.1096, -4.3343, -0.1897)
H (-2.6065, -2.4252, 0.7428)
C (-2.1108, -2.7317, -0.1931)
H (0.3676, 3.2494, 3.4047)
H (-1.7692, 2.8614, 1.2203)
H (-2.0941, -4.8950, -3.5504)
Cl (-0.2938, -1.8422, -0.3478)
C (-2.4705, -4.3590, -2.6662)
H (4.7605, 1.1129, 3.2472)
H (3.7715, -0.6140, 1.6517)
C (-1.2291, 2.5432, 2.1217)
H (3.7660, 1.8542, 1.9770)
C (-5.3733, -5.2944, -1.5174)
Fe (-4.5636, -4.5308, -2.8490)
C (-5.0891, -5.5962, -4.1281)
O (-5.9728, -6.0394, -0.8681)
O (-5.8780, -6.1518, -4.8029)
C (-2.7157, -2.9314, -2.6498)
C (-0.1304, -0.8450, 1.0193)
O (1.8184, -2.0714, 1.5537)
O (1.8507, 0.1190, 2.0231)
C (1.2526, -0.9935, 1.5653)
C (-5.8279, -3.3346, -2.8789)
C (-2.7038, -5.0116, -1.4221)
C (-1.0539, 0.2802, 1.2482)
H (3.1434, -0.8442, 3.3295)
C (-0.2323, 3.5966, 2.5550)
C (-2.8105, -2.2596, -1.4297)
H (-0.7535, 4.5088, 2.8556)
O (-6.7822, -2.6571, -2.8199)
H (-2.7465, -2.3800, -3.6095)
O (-0.4543, 1.3510, 1.8266)
H (-2.7282, -4.6041, 0.6939)
H (-1.9271, 2.3035, 2.9345)
C (3.7459, 1.1959, 2.8544)
H (3.1054, 1.6552, 3.6160)
H (-2.7277, -6.1210, -1.2929)
H (-3.3326, -1.3047, -1.3555)
C (3.2042, -0.1556, 2.4746)
H (-1.1002, -4.7753, -0.0064)
H (0.4476, 3.8552, 1.7337)
O (-2.2380, 0.2254, 0.9433)

Computed properties:
- Multiplicity: 5
- <S²>: 6.10
- Relative energy (zero: lowest compared OMol25 entry of this formula, charge and spin): 39.0 kcal per mole
- E_LUMO (alpha / beta): 0.31 / -2.85 eV

=====

Entry 3:
Entry from OMol25: a structure of composition C16H17ClN2O3S2 at a distorted geometry (the ωB97M-V functional and the def2-TZVPD basis).

Geometry (Å):
C (0.4956, 0.7107, -1.0901)
H (-5.2345, 0.0433, -2.8403)
H (2.8604, -0.1604, -0.2523)
H (-3.5137, 1.9879, -1.1425)
O (3.3703, -3.3128, -0.5393)
O (1.6580, -2.1363, -1.8428)
C (2.4951, 2.2220, -1.2080)
C (-4.4941, 0.0425, -0.7461)
H (2.8524, 1.6093, -2.0236)
C (0.9028, -3.1426, 0.5414)
H (3.3484, 4.9538, 0.5817)
C (-3.3298, -0.4791, -0.0125)
H (-5.3246, 2.0349, -1.2735)
C (0.5341, -2.0057, 1.4779)
H (-3.4243, 0.0279, -2.6845)
C (-4.3726, 0.2729, -2.2329)
C (-4.4258, 1.4390, -1.3156)
S (-1.3193, -1.7401, 1.4669)
C (2.4848, -0.9458, 0.3919)
C (2.7749, 4.1034, 0.2471)
N (-2.1148, -0.0664, -0.4633)
Cl (-0.6953, 2.3938, 1.1922)
C (1.2826, 1.8990, -0.6073)
N (0.1563, -0.2246, -0.0376)
H (4.1720, 3.5442, -1.2768)
H (0.8488, -2.2024, 2.5013)
C (1.5687, 3.8074, 0.8554)
O (-3.4430, -1.2271, 0.9626)
C (1.1097, -0.6850, 0.9582)
C (0.8280, 2.7173, 0.4249)
H (1.0512, 0.1741, -1.8670)
H (1.1919, 4.4205, 1.6586)
C (-1.1121, -0.5626, 0.1897)
H (0.0707, -3.4441, -0.0899)
H (1.3164, -4.0074, 1.0490)
H (3.2005, -1.1716, 1.1763)
H (-5.4383, -0.3084, -0.3511)
S (2.2026, -2.4788, -0.5584)
C (3.2364, 3.3130, -0.7919)
H (-0.4616, 1.0386, -1.5074)
H (1.1557, 0.0550, 1.7745)

Computed properties:
- Relative energy (zero: lowest compared OMol25 entry of this formula, charge and spin): 0.0 kcal per mole
- E_LUMO: 0.42 eV

=====

Entry 4:
Entry from OMol25: an isolated molecule of C16H17F3NO2P (the ωB97M-V functional and the def2-TZVPD basis).

Geometry (Å):
C (-3.0128, -1.2153, -1.7987)
O (0.3569, 0.2764, 1.3619)
F (-2.0369, -1.7520, -2.5588)
C (3.0611, 2.0173, -0.4085)
H (-0.8010, 1.8763, -0.2788)
C (-2.9733, -1.7216, -0.3868)
H (5.0000, 1.4331, 0.2896)
H (-0.9325, -1.1293, -0.1897)
C (-1.7774, -1.5827, 0.3006)
C (-2.8068, -2.5817, 2.2235)
C (0.0923, 3.6821, -2.0958)
H (0.9337, -2.8781, 0.1745)
H (0.6728, 4.0178, -2.9513)
H (2.9731, 0.5126, 1.1352)
C (-3.9879, -2.7207, 1.5227)
H (-0.7930, 3.1581, -2.4485)
H (4.9066, 3.0899, -0.3206)
C (2.4175, 1.1547, 0.4665)
C (-4.0886, -2.2899, 0.2091)
O (1.8350, -1.0761, 3.0284)
H (-0.5190, -2.1544, 3.2973)
F (-2.8282, 0.1193, -1.8645)
C (0.2759, 1.9305, -0.3230)
C (2.2956, 2.8283, -1.2385)
C (1.0333, 1.1207, 0.5071)
H (-0.2376, 4.5608, -1.5417)
C (-1.6840, -2.0069, 1.6223)
F (-4.1650, -1.4665, -2.4316)
N (-0.5101, -1.8710, 2.3285)
H (4.9063, 1.7404, -1.4491)
C (1.5790, -2.0371, 0.4115)
H (2.5675, -2.4063, 0.6676)
C (4.5570, 2.0700, -0.4711)
P (0.9320, -1.1390, 1.8811)
H (-4.8447, -3.1661, 2.0041)
C (0.9091, 2.7966, -1.2061)
H (1.6532, -1.3829, -0.4539)
H (2.7952, 3.4973, -1.9245)
H (-5.0108, -2.3909, -0.3396)
H (-2.7436, -2.9139, 3.2495)

Computed properties:
- Structure (SMILES): Cc1cc(C)cc(O[P@@](C)(=O)Nc2cccc(C(F)(F)F)c2)c1
- E_LUMO: 0.73 eV

=====

Entry 5:
Entry from OMol25: a structure of composition C16H17INO6P2PdSTe at a distorted geometry (the ωB97M-V functional and the def2-TZVPD basis).

Geometry (Å):
H (4.2842, -3.1122, 3.9062)
O (-1.7673, 0.5339, 0.1596)
C (1.4730, -3.7876, 2.1365)
C (-3.3822, -1.9450, -3.8328)
H (1.6914, 3.0697, -0.2466)
H (5.4529, 0.7713, 1.5040)
C (4.6397, 0.0592, 1.4530)
C (4.5880, -0.9739, 2.3469)
C (1.4965, -2.7105, 1.2959)
C (2.5077, -1.7274, 1.3244)
C (-5.4965, -2.5836, -4.5973)
C (-4.7164, -1.6431, -3.9009)
P (0.5427, 2.3582, 1.3897)
C (-4.7548, -3.6187, -5.0714)
C (-0.7602, 3.0672, 0.2857)
H (0.8651, 3.1425, 3.3237)
O (-2.6193, 2.3564, -1.4171)
H (-3.0889, 1.6375, -1.8509)
Te (-1.9116, -0.8238, -2.7983)
O (-0.2990, 1.4007, -1.8147)
O (0.4670, 1.0967, 2.1509)
H (-0.2158, 4.9609, -0.3097)
H (-5.0828, -4.4815, -5.6177)
H (-2.3761, 2.9021, 1.6657)
H (3.7151, 1.0450, -0.2134)
C (3.4936, -3.0139, 3.1721)
C (-1.8881, 3.6802, 1.0842)
P (-1.3302, 1.6385, -0.7373)
C (2.5354, -0.6099, 0.4445)
H (0.6887, -4.5277, 2.0643)
Pd (0.6267, 0.0771, -0.0737)
C (3.6318, 0.2262, 0.4930)
H (-0.3712, 3.8605, -1.5402)
H (5.3438, -1.0901, 3.1131)
H (-2.6270, 4.1141, 0.4106)
C (3.5428, -1.9142, 2.2897)
H (-1.5073, 4.4482, 1.7607)
I (-0.0942, -2.5213, -0.1714)
C (2.4868, -3.9346, 3.0962)
H (2.4611, -4.7814, 3.7694)
S (-3.0879, -3.4357, -4.6699)
N (-0.0553, 3.9975, -0.5837)
H (-5.1174, -0.7506, -3.4504)
O (1.8641, 2.4840, 0.5114)
O (0.7141, 3.5587, 2.4758)
H (-6.5625, -2.4995, -4.7297)

Computed properties:
- Total charge: -1
- Relative energy (zero: lowest compared OMol25 entry of this formula, charge and spin): 83.5 kcal per mole
- E_LUMO (alpha / beta): 1.34 / 1.34 eV

=====

Entry 6:
Entry from OMol25: a cluster of 2 separate species, C16H17N in total at a distorted geometry (the ωB97M-V functional and the def2-TZVPD basis).

Geometry (Å):
H (-0.8419, -2.1703, -1.1584)
H (0.8088, -1.5278, 0.5936)
H (3.0827, 2.0592, -1.3524)
H (4.0080, 1.0419, -2.6390)
H (2.9181, -0.4908, -0.0107)
C (0.9916, -1.1622, -0.5112)
C (2.0988, -0.3649, -0.8034)
H (-3.6275, 0.7049, -0.4390)
H (-2.2895, -2.6817, 2.9054)
H (1.0134, 1.1579, -3.4209)
H (1.5709, -0.8391, 3.2434)
H (2.8631, 2.0082, -3.2427)
N (-3.0837, -0.5802, 1.1171)
C (0.0641, -1.5328, -1.4210)
C (-1.0865, 0.2912, 1.5123)
C (0.0674, -0.8512, -2.6465)
C (-1.7299, 1.1338, 0.5648)
C (-0.2601, -1.8704, 3.1155)
H (-0.8210, -0.7863, -3.2538)
C (-1.5575, -1.8469, 2.6306)
C (0.6256, -0.8673, 2.7477)
C (-2.9103, 0.5692, 0.2785)
H (-4.0327, -0.8790, 1.1687)
C (-1.0454, 2.1613, -0.1619)
H (-1.4298, 3.1310, 0.1054)
H (0.1050, -2.7426, 3.7630)
C (1.0285, 0.2294, -2.8170)
C (0.2415, 0.2679, 2.0083)
C (2.9995, 1.4759, -2.3207)
H (0.8464, 1.1539, 1.7579)
C (-1.8975, -0.7630, 1.8211)
H (-0.8076, 2.0633, -1.2651)
C (2.0448, 0.4409, -1.9163)
H (0.0429, 2.0667, 0.0469)

Computed properties:
- Structure (SMILES): Cc1c[nH]c2ccccc12.Cc1ccccc1
- Relative energy (zero: lowest compared OMol25 entry of this formula, charge and spin): 69.9 kcal per mole
- E_LUMO: 0.91 eV